[1]
The following is a quantum chemistry calculation of a 5-piece molecular cluster, C31H62Cl4N3O3 overall at a distorted geometry, from OMol25.

```
! RIJCOSX wB97M-V def2-TZVPD def2/J DEFGRID3
* xyz 0 4
C -0.255 0.781 2.969
C -0.510 1.512 1.665
C -0.273 0.425 0.568
C -0.686 0.892 -0.795
C -2.136 1.390 -0.735
C -2.492 2.437 0.348
N -1.900 2.025 1.641
O -2.247 2.855 2.651
C -2.160 3.853 -0.114
C -4.024 2.343 0.422
C 0.566 2.578 1.555
H -1.044 0.028 3.037
H -0.343 1.489 3.792
H 0.665 0.199 2.977
H 0.751 0.054 0.490
H -0.828 -0.503 0.736
H -0.745 -0.005 -1.412
H -0.004 1.682 -1.111
H -2.802 0.529 -0.791
H -2.259 1.923 -1.682
H -2.204 4.619 0.660
H -1.151 3.886 -0.529
H -2.900 4.137 -0.861
H -4.205 1.267 0.470
H -4.410 2.820 1.321
H -4.527 2.658 -0.491
H 0.372 3.413 2.230
H 0.540 2.962 0.534
H 1.570 2.251 1.824
C 8.200 -1.853 1.196
C 7.236 -0.776 0.811
C 5.877 -1.535 0.614
C 4.600 -0.640 0.623
C 4.707 0.167 1.911
C 5.909 1.109 2.006
N 7.142 0.333 1.772
O 8.286 1.059 1.866
C 5.816 2.343 1.116
C 5.816 1.587 3.471
C 7.691 -0.311 -0.618
H 8.011 -2.700 0.541
H 7.929 -2.002 2.245
H 9.252 -1.571 1.196
H 5.908 -2.077 -0.333
H 5.819 -2.330 1.360
H 3.678 -1.181 0.410
H 4.644 0.070 -0.208
H 4.261 -0.413 2.718
H 3.892 0.883 1.744
H 6.083 2.073 0.094
H 4.780 2.680 1.070
H 6.462 3.140 1.476
H 6.711 2.172 3.696
H 4.970 2.215 3.746
H 5.898 0.763 4.181
H 6.876 0.288 -1.042
H 7.811 -1.008 -1.445
H 8.473 0.429 -0.451
C -3.276 -5.514 -1.995
C -2.360 -4.319 -1.568
C -3.330 -3.131 -1.373
C -4.131 -3.179 -0.056
C -3.160 -3.293 1.119
C -2.161 -4.504 0.980
N -1.591 -4.570 -0.368
O -0.781 -5.668 -0.538
C -1.070 -4.262 2.026
C -2.970 -5.703 1.462
C -1.412 -4.011 -2.770
H -4.077 -5.656 -1.269
H -2.693 -6.433 -1.958
H -3.715 -5.302 -2.968
H -2.733 -2.221 -1.493
H -4.029 -3.014 -2.203
H -4.774 -4.063 -0.032
H -4.826 -2.365 0.152
H -3.801 -3.438 1.986
H -2.593 -2.365 1.017
H -1.483 -3.654 2.834
H -0.705 -5.197 2.451
H -0.202 -3.663 1.750
H -3.740 -6.117 0.814
H -2.269 -6.538 1.581
H -3.193 -5.656 2.528
H -2.042 -3.821 -3.638
H -0.779 -4.867 -2.996
H -0.824 -3.148 -2.459
Cl -1.040 5.741 -4.450
C -0.679 4.086 -4.884
C -0.187 3.366 -3.647
Cl 0.321 1.712 -4.028
H 0.022 4.024 -5.715
H -1.623 3.724 -5.290
H -0.938 3.346 -2.858
H 0.599 4.001 -3.238
Cl -9.957 5.875 -1.929
C -8.363 5.359 -2.487
C -7.816 4.234 -1.582
Cl -6.324 3.518 -2.186
H -7.730 6.236 -2.365
H -8.427 5.043 -3.525
H -8.508 3.408 -1.419
H -7.722 4.585 -0.553
*
```

Output
HOMO level (spin up / spin down) ... -8.631 / -9.715 eV
Kohn-Sham gap (spin up / spin down) ... 8.93 / 9.49 eV

Results of the Mulliken charge analysis, in e, for atoms 1 through 99: C -1.8214; C 1.7697; C -0.1366; C -0.4002; C -1.0483; C 1.5932; N 0.6567; O -0.5884; C -1.5355; C -1.3006; C -1.6370; H 0.4113; H 0.4541; H 0.3025; H 0.2563; H -0.5425; H 0.2220; H 0.2041; H 0.2681; H 0.2280; H 0.3158; H 0.2585; H 0.4041; H 0.3961; H 0.4160; H -0.0239; H 0.4031; H 0.2325; H 0.2859; C -1.6916; C 1.3871; C -1.3421; C -0.9669; C -0.4819; C 1.7592; N 0.4628; O -0.5647; C -1.3900; C -1.9199; C -1.7048; H 0.3508; H 0.5001; H 0.3374; H 0.5381; H 0.3871; H 0.5257; H 0.3241; H 0.4393; H -0.3280; H 0.3373; H 0.2680; H 0.3554; H 0.4589; H 0.3311; H 0.4339; H 0.3562; H 0.4319; H 0.4124; C -1.7348; C 1.4126; C -0.7456; C -0.8332; C -0.6029; C 1.5981; N 0.5356; O -0.5612; C -1.6705; C -1.8745; C -1.6339; H 0.2877; H 0.4066; H 0.4441; H -0.1094; H 0.4701; H 0.4639; H 0.4069; H 0.5924; H -0.3068; H 0.4152; H 0.3548; H 0.3452; H 0.2524; H 0.4829; H 0.4514; H 0.3524; H 0.4112; H 0.3769; Cl -0.1997; C -0.4704; C -0.0802; Cl -0.1924; H 0.3545; H 0.3070; H -0.0799; H 0.3633; Cl -0.1947; C -0.3946; C -0.5216; Cl -0.2273

***

[2]
The following is a quantum chemistry calculation of a 3-piece molecular cluster, C31H65B2FN4O8PS2 overall at a distorted geometry, from OMol25.

```
! RIJCOSX wB97M-V def2-TZVPD def2/J DEFGRID3
* xyz 1 1
N -0.301 -4.907 0.737
C -1.158 -4.004 0.555
C -1.523 -2.937 1.550
C -1.560 -1.452 1.138
C -2.846 -1.041 0.382
B -3.691 -2.092 -0.477
O -3.993 -1.856 -1.806
O -4.136 -3.211 0.149
O -1.685 -0.757 2.410
C -0.542 -0.195 2.984
C -0.089 1.013 2.156
C -1.137 2.118 2.405
C -1.290 3.214 1.371
F -2.044 2.679 0.292
C 1.321 1.417 2.628
C 1.643 2.888 2.492
O 1.381 3.705 3.308
O 2.241 3.195 1.316
N -0.189 0.592 0.663
B 0.794 1.342 -0.300
N 0.273 2.309 -1.157
O 2.099 0.995 -0.189
C -0.250 -0.951 0.410
C 1.049 -1.682 0.866
C 1.728 -2.705 -0.079
C 2.946 -2.156 -0.832
S 4.278 -2.036 0.417
C 5.808 -1.586 -0.389
S 7.147 -2.203 0.261
N 5.859 -0.604 -1.407
C 5.141 -0.818 -2.658
C 5.815 0.061 -3.715
O 6.197 1.327 -3.183
C 5.423 1.705 -2.074
C 5.679 0.759 -0.895
P -0.476 -1.170 -1.434
O -1.030 -2.471 -1.840
H 0.131 -4.854 1.663
H -1.684 -4.014 -0.398
H -0.839 -3.027 2.401
H -2.522 -3.148 1.944
H -3.509 -0.672 1.173
H -2.680 -0.181 -0.279
H -4.656 -1.178 -1.974
H -4.725 -3.735 -0.413
H -0.843 0.185 3.965
H 0.266 -0.911 3.156
H -2.111 1.630 2.504
H -0.915 2.581 3.371
H -1.830 4.070 1.774
H -0.350 3.574 0.948
H 2.106 0.826 2.159
H 1.343 1.215 3.702
H 2.537 4.120 1.375
H -1.121 0.924 0.387
H 0.843 2.576 -1.950
H -0.712 2.398 -1.362
H 2.728 1.718 -0.331
H 0.821 -2.198 1.793
H 1.810 -0.949 1.128
H 1.032 -3.206 -0.757
H 2.094 -3.511 0.564
H 2.759 -1.174 -1.252
H 3.255 -2.849 -1.614
H 5.208 -1.867 -2.954
H 4.076 -0.555 -2.588
H 5.140 0.198 -4.570
H 6.733 -0.409 -4.071
H 5.714 2.723 -1.810
H 4.351 1.730 -2.340
H 6.601 1.044 -0.381
H 4.847 0.812 -0.171
H 0.803 -0.860 -1.919
H -1.238 -0.042 -1.786
C 0.243 -6.042 -2.478
C -0.128 -6.946 -3.648
C -1.383 -6.482 -4.388
C -2.649 -6.432 -3.530
C -3.024 -7.755 -2.862
C -3.314 -8.877 -3.853
H -0.533 -6.026 -1.713
H 1.158 -6.380 -1.990
H 0.398 -5.014 -2.817
H -0.260 -7.969 -3.288
H 0.700 -6.983 -4.361
H -1.549 -7.132 -5.251
H -1.204 -5.482 -4.796
H -3.482 -6.104 -4.161
H -2.536 -5.663 -2.760
H -3.909 -7.590 -2.240
H -2.229 -8.065 -2.179
H -4.126 -8.600 -4.529
H -3.608 -9.791 -3.336
H -2.440 -9.113 -4.462
C -0.173 7.258 1.712
C -0.633 7.294 3.165
C -2.098 6.903 3.352
C -3.105 7.812 2.643
C -3.020 9.285 3.039
C -3.291 9.536 4.518
H -0.723 7.963 1.088
H 0.886 7.510 1.630
H -0.312 6.258 1.286
H -0.456 8.290 3.578
H -0.013 6.610 3.751
H -2.322 6.869 4.420
H -2.240 5.877 2.986
H -4.113 7.445 2.859
H -2.980 7.726 1.560
H -3.744 9.843 2.441
H -2.038 9.688 2.773
H -4.281 9.170 4.799
H -3.254 10.601 4.748
H -2.558 9.041 5.156
*
```

Output
HOMO level ... -10.605 eV
Kohn-Sham gap ... 7.98 eV

Results of the Mulliken charge analysis, in e, for atoms 1 through 99: N -0.6167; C -0.2773; C -1.6208; C 2.2829; C -1.5779; B 1.1174; O -0.6038; O -0.5905; O -0.3529; C -1.7100; C 1.0755; C -1.3846; C -0.1778; F -0.3724; C 0.2216; C -0.2161; O -0.5261; O -0.2774; N 0.8369; B -0.5833; N -0.2114; O 0.1773; C -0.1560; C 0.4141; C -2.6944; C 0.3220; S -0.1603; C -0.1914; S -0.1254; N 0.1897; C -0.3141; C -0.7041; O -0.4378; C -0.4395; C -0.1157; P 0.1472; O -0.3778; H 0.2964; H 0.4777; H 0.4849; H 0.4630; H 0.3776; H 0.1452; H 0.2994; H 0.3129; H 0.6466; H 0.2857; H 0.6707; H 0.6172; H 0.2561; H 0.0798; H -0.1548; H 0.8020; H 0.3918; H 0.2989; H 0.2019; H 0.2588; H 0.1885; H 0.4436; H -0.2911; H 0.3832; H 0.6081; H -0.5532; H 0.9236; H 0.5208; H -0.0541; H 0.3147; H 0.3669; H 0.4198; H 0.2109; H 0.3882; H -0.0375; H -0.1130; H -0.0082; C -0.6187; C -0.6385; C -0.8124; C 0.0091; C -0.3689; C -1.3017; H -0.0376; H 0.4366; H 0.1815; H 0.3089; H 0.3634; H 0.3566; H 0.3748; H 0.4248; H -0.2914; H 0.4002; H 0.2374; H 0.3037; H 0.3924; H 0.2904; C -0.8717; C -0.3794; C 0.0036; C -0.8080; C -0.4473

***

no.,energy (eV)
1,-93847.99534
2,-90569.76394